(1)
{
  "formula": "C41H37Br2GeN4O2PtSi",
  "method": "ωB97M-V/def2-TZVPD",
  "elements": ["Pt", "Br", "C", "C", "C", "N", "C", "C", "C", "C", "C", "Br", "C", "C", "N", "H", "H", "H", "H", "H", "H", "O", "C", "O", "C", "C", "C", "C", "C", "C", "C", "C", "C", "N", "H", "H", "H", "H", "H", "H", "C", "Si", "C", "C", "N", "C", "C", "C", "C", "C", "C", "H", "H", "H", "H", "H", "H", "H", "H", "H", "H", "H", "H", "H", "H", "Ge", "C", "C", "C", "C", "C", "C", "C", "C", "C", "C", "C", "C", "H", "H", "H", "H", "H", "H", "H", "H", "H", "H", "H"],
  "positions_angstrom": [[1.04, 0.09, 0.60], [-3.51, 3.76, 4.62], [-2.39, 2.74, 3.49], [-2.82, 2.34, 2.23], [-1.93, 1.65, 1.43], [-0.71, 1.32, 1.81], [-0.31, 1.62, 3.05], [-1.12, 2.36, 3.91], [0.98, 1.05, 3.46], [1.38, 0.98, 4.79], [2.52, 0.25, 5.13], [3.02, 0.03, 6.93], [3.26, -0.35, 4.10], [2.82, -0.19, 2.80], [1.72, 0.48, 2.48], [-3.82, 2.58, 1.90], [-2.24, 1.36, 0.43], [-0.77, 2.64, 4.89], [0.81, 1.45, 5.57], [4.12, -0.95, 4.33], [3.41, -0.62, 1.99], [-0.79, -3.41, 0.84], [-0.19, -2.38, 0.61], [-0.23, -1.33, 1.35], [0.52, -2.21, -0.72], [0.75, -3.33, -1.52], [1.22, -3.15, -2.80], [1.35, -1.84, -3.30], [1.71, -1.59, -4.64], [1.77, -0.31, -5.11], [1.51, 0.77, -4.25], [1.18, 0.57, -2.94], [1.09, -0.74, -2.42], [0.72, -0.96, -1.12], [0.55, -4.31, -1.10], [1.44, -3.99, -3.44], [1.92, -2.43, -5.28], [2.01, -0.12, -6.15], [1.57, 1.78, -4.64], [0.95, 1.40, -2.29], [-0.01, 3.10, -0.60], [1.86, 3.15, -0.22], [2.73, 3.89, -1.74], [2.24, 3.96, 1.48], [2.37, 1.44, -0.05], [3.66, 1.07, -0.19], [4.03, -0.29, -0.37], [5.34, -0.66, -0.57], [6.35, 0.30, -0.58], [6.02, 1.64, -0.38], [4.72, 2.02, -0.18], [-0.57, 3.67, 0.13], [-0.42, 2.09, -0.62], [-0.21, 3.55, -1.56], [2.03, 4.46, -2.34], [3.17, 3.12, -2.36], [3.52, 4.58, -1.45], [2.85, 4.84, 1.34], [2.78, 3.29, 2.15], [1.33, 4.27, 1.99], [3.25, -1.05, -0.40], [5.59, -1.69, -0.73], [7.37, 0.01, -0.73], [6.79, 2.39, -0.37], [4.49, 3.05, 0.03], [-2.98, -1.45, 0.39], [-3.61, -3.41, 0.29], [-3.51, -4.04, 1.51], [-3.49, -5.42, 1.53], [-3.63, -6.13, 0.35], [-3.76, -5.48, -0.86], [-3.76, -4.09, -0.90], [-4.42, -0.52, -0.82], [-4.08, -0.22, -2.13], [-4.92, 0.59, -2.87], [-6.11, 1.04, -2.31], [-6.44, 0.71, -1.01], [-5.59, -0.08, -0.25], [-3.46, -1.10, 1.87], [-3.40, -3.48, 2.43], [-3.38, -5.92, 2.48], [-3.65, -7.22, 0.38], [-3.89, -6.03, -1.78], [-3.88, -3.57, -1.85], [-3.16, -0.59, -2.57], [-4.65, 0.86, -3.88], [-6.80, 1.62, -2.91], [-7.36, 1.05, -0.57], [-5.86, -0.36, 0.76]],
  "lowdin_charge": [1.30, 0.87, -0.64, -0.06, -0.18, 0.02, -0.20, -0.02, -0.18, -0.01, -0.63, 0.90, -0.05, -0.10, -0.07, 0.12, 0.09, 0.11, 0.12, 0.12, 0.10, 0.10, -0.65, -0.17, -0.19, 0.05, 0.06, -0.13, 0.01, -0.02, -0.02, -0.02, -0.19, -0.02, 0.14, 0.14, 0.13, 0.13, 0.12, 0.06, -0.17, 0.56, -0.14, -0.12, -0.08, -0.31, 0.00, 0.00, 0.06, 0.02, 0.04, 0.04, -0.01, 0.05, 0.05, 0.04, 0.04, 0.05, 0.03, 0.04, 0.10, 0.13, 0.14, 0.14, 0.10, 1.29, -0.34, -0.13, -0.04, -0.03, -0.04, -0.09, -0.33, -0.14, -0.06, -0.05, -0.05, -0.10, 0.02, 0.10, 0.12, 0.13, 0.12, 0.11, 0.09, 0.12, 0.12, 0.12, 0.11],
  "gap_ha": 0.1407,
  "lumo_energy_ev": -11.73,
  "max_force_ev_per_a": 5.94,
  "homo_energy_ev": -15.6,
  "charge": 3
}

***

(2)
{
  "formula": "C41H37Br5F3LaN4O6PS4",
  "method": "ωB97M-V/def2-TZVPD",
  "elements": ["La", "Br", "C", "C", "Br", "C", "Br", "C", "O", "C", "O", "C", "Br", "Br", "C", "C", "C", "C", "C", "C", "N", "C", "C", "C", "C", "C", "C", "N", "H", "H", "H", "H", "H", "H", "H", "H", "H", "C", "C", "C", "C", "N", "C", "S", "N", "C", "H", "H", "H", "H", "H", "H", "H", "H", "C", "C", "O", "C", "C", "H", "H", "H", "H", "H", "H", "H", "H", "H", "H", "F", "C", "F", "F", "S", "O", "O", "O", "S", "P", "S", "C", "C", "C", "C", "C", "C", "C", "C", "C", "C", "C", "C", "H", "H", "H", "H", "H", "H", "H", "H", "H", "H"],
  "positions_angstrom": [[-0.50, 0.72, -0.11], [-0.53, 3.40, 6.48], [-0.68, 2.24, 4.99], [-1.11, 0.93, 5.17], [-1.55, 0.28, 6.88], [-1.19, 0.09, 4.05], [-1.87, -1.67, 4.18], [-0.81, 0.49, 2.78], [-0.80, -0.32, 1.76], [-0.44, 1.86, 2.58], [-0.20, 2.29, 1.37], [-0.38, 2.69, 3.70], [0.08, 4.50, 3.37], [-5.27, 7.07, 0.97], [-4.67, 5.27, 0.88], [-3.81, 4.79, 1.86], [-3.37, 3.48, 1.76], [-3.78, 2.66, 0.71], [-4.66, 3.17, -0.24], [-5.10, 4.48, -0.16], [-3.27, 1.36, 0.60], [-4.10, 0.42, 0.38], [-3.70, -0.96, 0.12], [-4.64, -1.98, 0.21], [-4.24, -3.29, 0.01], [-2.90, -3.53, -0.26], [-2.03, -2.45, -0.35], [-2.41, -1.19, -0.18], [-3.50, 5.41, 2.68], [-2.70, 3.08, 2.51], [-4.95, 2.56, -1.08], [-5.76, 4.88, -0.92], [-5.18, 0.61, 0.39], [-5.67, -1.74, 0.44], [-4.95, -4.10, 0.07], [-2.52, -4.53, -0.40], [-0.98, -2.61, -0.57], [1.66, 3.18, -6.01], [1.87, 1.99, -5.13], [3.01, 1.74, -4.43], [3.01, 0.62, -3.55], [1.94, -0.13, -3.41], [0.81, 0.15, -4.05], [-0.66, -0.58, -3.69], [0.82, 1.15, -5.00], [4.16, 0.31, -2.66], [2.60, 3.58, -6.37], [1.16, 3.96, -5.42], [1.02, 2.93, -6.85], [3.86, 2.39, -4.51], [-0.09, 1.43, -5.35], [5.06, 0.86, -2.94], [4.35, -0.76, -2.65], [3.87, 0.57, -1.64], [2.60, 3.46, -0.64], [2.81, 2.90, 0.75], [2.43, 1.53, 0.83], [2.82, 1.02, 2.10], [2.64, -0.47, 2.18], [2.80, 4.53, -0.64], [1.57, 3.29, -0.95], [3.26, 2.98, -1.35], [2.22, 3.49, 1.47], [3.87, 2.98, 1.03], [2.23, 1.51, 2.89], [3.88, 1.28, 2.27], [1.60, -0.74, 2.03], [2.96, -0.83, 3.16], [3.24, -0.96, 1.40], [-2.59, 4.59, -1.88], [-1.43, 3.96, -1.71], [-0.46, 4.77, -2.16], [-1.25, 3.78, -0.39], [-1.25, 2.29, -2.53], [-1.33, 2.60, -3.92], [-2.30, 1.50, -1.93], [0.08, 1.97, -1.99], [4.04, -3.22, -0.84], [2.18, -3.16, -0.19], [1.17, -1.51, -0.75], [1.24, -4.58, -0.88], [0.35, -4.42, -1.93], [-0.35, -5.52, -2.41], [-0.14, -6.78, -1.87], [0.80, -6.95, -0.86], [1.48, -5.85, -0.36], [2.12, -3.55, 1.61], [3.30, -3.68, 2.32], [3.27, -3.98, 3.67], [2.05, -4.13, 4.32], [0.87, -4.00, 3.61], [0.90, -3.71, 2.25], [0.20, -3.44, -2.36], [-1.08, -5.39, -3.21], [-0.69, -7.64, -2.24], [0.99, -7.94, -0.45], [2.22, -5.98, 0.43], [4.24, -3.57, 1.79], [4.20, -4.09, 4.22], [2.02, -4.35, 5.37], [-0.08, -4.11, 4.11], [-0.03, -3.61, 1.69]],
  "lowdin_charge": [1.88, 0.68, -0.76, -0.77, 0.68, -0.62, 0.78, -0.45, -0.38, -0.47, -0.35, -0.65, 0.77, 0.71, -0.69, -0.11, 0.00, -0.27, -0.04, -0.14, 0.09, -0.07, -0.24, -0.01, -0.05, -0.02, -0.13, 0.05, 0.10, 0.10, 0.12, 0.10, 0.14, 0.11, 0.11, 0.11, 0.01, -0.01, -0.27, 0.02, -0.30, 0.09, -0.83, 0.64, 0.10, -0.02, 0.08, 0.09, 0.09, 0.11, 0.12, 0.08, 0.05, 0.08, -0.05, -0.28, -0.21, -0.26, -0.08, 0.08, 0.04, 0.07, 0.08, 0.12, 0.12, 0.12, 0.04, 0.09, 0.05, 0.15, -0.63, 0.13, 0.10, 0.42, -0.28, -0.38, -0.51, 0.17, 0.08, 0.26, -0.38, -0.12, -0.09, -0.11, -0.09, -0.09, -0.39, -0.14, -0.09, -0.09, -0.10, -0.09, 0.06, 0.10, 0.09, 0.10, 0.11, 0.05, 0.10, 0.10, 0.07, 0.10],
  "gap_ha": 0.2406,
  "de_lowest_kj_mol": 165.3,
  "lumo_energy_ev": 1.46,
  "max_force_ev_per_a": 3.07,
  "homo_energy_ev": -5.1,
  "charge": -1
}